1.
Density functional theory data (ωB97M-V/def2-TZVPD) for a structure of composition C20H45CuNO8PSSi in a non-equilibrium geometry.

Calculated values
Kohn-Sham gap (alpha / beta) ... 7.667 / 6.557 eV
Net charge ... +1
Electronic energy ... -111981.0210 eV
Spin multiplicity ... 2
E_LUMO (alpha / beta) ... -5.38 / -6.41 eV

Positions of all 78 atoms, in Å:
Cu (-0.441, 1.292, 0.645)
C (-2.991, -1.421, -2.270)
C (-2.367, -1.814, -0.945)
C (-2.281, -3.322, -0.793)
C (-3.081, -1.183, 0.228)
O (-0.971, -1.305, -0.872)
Si (0.290, -1.455, -1.850)
S (1.110, 0.672, -1.927)
O (-0.069, -2.029, -3.284)
C (0.637, -2.494, -4.483)
C (-0.027, -1.783, -5.647)
C (2.111, -2.146, -4.388)
C (0.422, -3.995, -4.542)
O (1.672, -1.906, -1.184)
C (2.052, -2.691, 0.000)
C (1.452, -4.075, -0.156)
C (1.528, -1.967, 1.230)
C (3.566, -2.731, -0.020)
H (-4.022, -1.777, -2.295)
H (-2.458, -1.869, -3.107)
H (-3.009, -0.339, -2.400)
H (-3.279, -3.759, -0.837)
H (-1.835, -3.588, 0.166)
H (-1.691, -3.763, -1.599)
H (-4.096, -1.577, 0.281)
H (-3.155, -0.098, 0.122)
H (-2.570, -1.401, 1.166)
H (0.115, -0.704, -5.578)
H (-1.097, -1.993, -5.664)
H (0.405, -2.125, -6.588)
H (2.262, -1.066, -4.309)
H (2.618, -2.476, -5.295)
H (2.587, -2.632, -3.536)
H (-0.641, -4.228, -4.607)
H (0.834, -4.476, -3.653)
H (0.920, -4.411, -5.417)
H (0.362, -4.026, -0.214)
H (1.707, -4.694, 0.705)
H (1.835, -4.563, -1.053)
H (0.438, -1.953, 1.260)
H (1.893, -0.937, 1.249)
H (1.887, -2.464, 2.132)
H (3.930, -3.186, -0.941)
H (3.930, -3.321, 0.822)
H (3.982, -1.726, 0.062)
O (-1.281, 1.374, -1.216)
N (-0.087, 1.611, -1.184)
C (1.774, 3.704, 0.826)
C (2.079, 2.790, 1.999)
C (2.138, 3.554, 3.309)
C (3.341, 1.981, 1.773)
O (1.003, 1.735, 2.045)
P (-0.318, 1.738, 3.062)
O (-0.057, 1.729, 4.493)
O (-1.038, 0.567, 2.352)
O (-0.980, 3.062, 2.448)
C (-2.189, 3.702, 3.045)
C (-2.697, 4.604, 1.938)
C (-1.735, 4.497, 4.255)
C (-3.209, 2.641, 3.412)
H (2.433, 4.571, 0.873)
H (0.746, 4.065, 0.867)
H (1.951, 3.203, -0.129)
H (3.008, 4.210, 3.259)
H (2.249, 2.888, 4.162)
H (1.255, 4.171, 3.464)
H (4.188, 2.650, 1.622)
H (3.238, 1.354, 0.885)
H (3.551, 1.346, 2.633)
H (-1.966, 5.378, 1.703)
H (-3.621, 5.087, 2.253)
H (-2.907, 4.030, 1.034)
H (-1.019, 5.265, 3.960)
H (-1.279, 3.851, 5.003)
H (-2.596, 4.993, 4.706)
H (-3.509, 2.052, 2.544)
H (-4.094, 3.139, 3.811)
H (-2.838, 1.961, 4.180)

2.
Density functional theory data (ωB97M-V/def2-TZVPD) for a structure of composition C33H58BeBrCaClF9N5O7PS in a non-equilibrium geometry.

Calculated values
Kohn-Sham gap ... 1.096 eV
Net charge ... -1
Electronic energy ... -202888.3921 eV
Spin multiplicity ... 1
E_LUMO ... -4.25 eV

Positions of all 118 atoms, in Å:
C (-4.943, -0.329, 3.993)
C (-4.428, 0.956, 3.373)
C (-3.967, 1.086, 1.802)
C (-2.550, 0.265, 1.463)
N (-2.030, -0.624, 2.558)
C (-0.768, -1.263, 2.048)
C (0.028, -2.267, 3.123)
S (-0.604, -2.529, 4.908)
O (0.650, -2.769, 5.837)
O (-1.323, -1.271, 5.472)
F (-1.593, -3.921, 5.074)
C (1.418, -3.083, 2.758)
C (2.078, -2.879, 1.237)
C (3.494, -3.691, 0.975)
C (4.689, -2.772, 1.697)
O (5.171, -1.763, 0.923)
O (5.169, -3.001, 3.084)
C (1.328, -1.889, 0.164)
C (1.967, -1.619, -1.327)
C (2.014, -2.929, -2.310)
C (3.004, -2.669, -3.633)
C (2.354, -1.589, -4.662)
C (2.903, -0.071, -4.621)
C (4.139, 0.286, -3.638)
C (3.805, 1.797, -2.999)
C (4.748, 2.152, -1.687)
C (3.987, 3.010, -0.516)
C (2.796, 4.006, -1.042)
C (2.438, 5.255, -0.043)
C (0.880, 5.778, -0.337)
C (-0.185, 5.287, 0.822)
C (-1.771, 5.599, 0.436)
C (-2.724, 5.874, 1.742)
C (-0.081, -1.097, 0.582)
N (-0.666, -0.187, -0.460)
C (-1.909, 0.525, -0.010)
C (-2.610, 1.577, -1.091)
N (-1.628, 2.228, -2.038)
C (-1.862, 1.851, -3.484)
H (-6.089, -0.625, 3.988)
H (-4.092, -1.010, 4.478)
H (-4.373, 1.904, 4.084)
H (-3.747, 2.242, 1.617)
H (-4.847, 0.787, 1.088)
H (1.936, -3.783, 3.565)
H (3.803, -3.770, -0.151)
H (3.456, -4.723, 1.537)
H (4.824, -2.225, 3.648)
H (3.099, -1.290, -1.133)
H (1.447, -0.755, -1.933)
H (2.376, -3.925, -1.791)
H (0.953, -3.199, -2.789)
H (4.122, -2.482, -3.328)
H (3.005, -3.720, -4.200)
H (1.167, -1.544, -4.542)
H (2.521, -2.011, -5.765)
H (3.240, 0.219, -5.729)
H (1.994, 0.665, -4.385)
H (5.122, 0.455, -4.287)
H (4.306, -0.401, -2.712)
H (3.902, 2.622, -3.829)
H (2.687, 1.694, -2.593)
H (5.196, 1.175, -1.183)
H (5.653, 2.827, -2.062)
H (4.806, 3.700, 0.007)
H (3.546, 2.284, 0.319)
H (1.810, 3.338, -1.105)
H (2.988, 4.377, -2.148)
H (3.127, 6.167, -0.358)
H (2.565, 4.971, 1.086)
H (0.499, 5.453, -1.419)
H (0.818, 6.969, -0.344)
H (0.039, 5.932, 1.789)
H (-0.067, 4.133, 0.981)
H (-2.251, 4.704, -0.169)
H (-1.803, 6.530, -0.309)
H (-3.381, 6.843, 1.513)
H (-3.473, 4.976, 1.964)
H (-2.153, 6.096, 2.739)
H (-3.469, 0.976, -1.624)
H (-3.105, 2.461, -0.466)
H (-0.634, 2.120, -1.741)
H (-2.987, 1.540, -3.680)
H (-1.679, 2.822, -4.153)
H (-1.101, 1.006, -3.812)
C (3.630, 1.896, -8.383)
O (3.525, 0.795, -7.866)
N (4.321, 2.904, -7.819)
N (3.065, 2.205, -9.564)
H (4.413, 3.815, -8.237)
H (4.764, 2.721, -6.929)
H (2.536, 1.479, -10.027)
H (3.146, 3.108, -9.998)
F (2.418, -3.917, 6.631)
O (0.832, -6.181, 4.032)
H (0.351, -5.550, 4.626)
H (0.477, -7.102, 4.118)
H (1.810, -6.154, 4.190)
Cl (3.568, 8.003, -0.427)
Ca (-6.984, 0.228, 5.474)
F (5.266, -3.898, -0.623)
Be (0.793, 4.083, 2.672)
C (-7.821, -5.151, 6.903)
C (-6.787, -4.260, 6.191)
O (-7.258, -3.024, 6.219)
H (-8.795, -5.132, 6.398)
H (-7.475, -6.191, 6.906)
H (-7.969, -4.852, 7.948)
H (-6.622, -4.736, 5.212)
H (-5.831, -4.469, 6.696)
Br (6.454, 3.830, -8.213)
F (-6.521, -3.426, 1.363)
P (-6.429, -4.899, 1.862)
F (-7.965, -5.014, 1.627)
F (-6.227, -5.329, 0.378)
F (-6.965, -5.828, 2.993)
F (-5.762, -4.031, 2.971)
F (-5.134, -5.766, 1.842)

3.
Density functional theory data (ωB97M-V/def2-TZVPD) for the molecule C5H11NO in a non-equilibrium geometry.

Calculated values
Kohn-Sham gap ... 10.287 eV
Electronic energy ... -8901.0793 eV
Spin multiplicity ... 1
E_LUMO ... 0.90 eV

Positions of all 18 atoms, in Å:
C (-2.007, 0.038, -0.776)
C (-1.476, 0.983, 0.295)
C (-0.657, 0.273, 1.383)
N (0.531, -0.591, 0.942)
C (1.322, -0.118, -0.067)
C (2.722, -0.676, -0.317)
O (0.961, 0.817, -0.762)
H (-2.835, 0.484, -1.337)
H (-1.218, -0.227, -1.488)
H (-2.364, -0.886, -0.308)
H (-0.978, 1.852, -0.147)
H (-2.282, 1.365, 0.943)
H (-0.366, 1.075, 2.089)
H (-1.386, -0.371, 1.895)
H (0.917, -1.401, 1.436)
H (2.939, -0.492, -1.374)
H (2.896, -1.730, -0.087)
H (3.438, -0.074, 0.258)

4.
Density functional theory data (ωB97M-V/def2-TZVPD) for a structure of composition C25H34F7N5O4S2Ti in a non-equilibrium geometry.

Calculated values
Kohn-Sham gap (alpha / beta) ... 7.102 / 6.967 eV
Net charge ... +1
Electronic energy ... -105919.9959 eV
Spin multiplicity ... 2
E_LUMO (alpha / beta) ... -3.95 / -4.09 eV

Positions of all 78 atoms, in Å:
Ti (0.495, -0.920, 0.306)
F (4.951, -2.367, 0.032)
C (4.340, -3.058, 0.982)
F (4.736, -4.312, 0.968)
F (4.595, -2.506, 2.160)
S (2.525, -3.024, 0.609)
O (2.336, -1.552, 0.185)
O (2.324, -3.962, -0.440)
N (1.814, -3.272, 1.992)
S (0.233, -2.867, 2.012)
O (0.310, -1.250, 2.150)
O (-0.183, -2.785, 0.504)
C (-0.193, -5.508, 1.636)
F (-0.071, -5.848, 0.381)
F (0.593, -6.189, 2.429)
F (-1.447, -5.539, 2.035)
C (-4.042, -0.111, 1.889)
C (-2.560, 0.221, 1.694)
C (-1.945, 0.735, 2.997)
C (-2.375, 1.218, 0.565)
C (-2.954, 2.478, 0.708)
C (-2.886, 3.412, -0.305)
C (-2.257, 3.079, -1.495)
C (-1.662, 1.836, -1.698)
C (-1.112, 1.614, -3.111)
C (0.310, 1.071, -3.249)
C (-2.070, 0.795, -3.995)
C (-1.697, 0.921, -0.621)
N (-0.994, -0.327, -0.745)
C (-1.590, -1.343, -1.545)
C (-2.947, -1.479, -1.787)
C (-3.400, -2.552, -2.548)
C (-2.514, -3.487, -3.068)
C (-1.144, -3.349, -2.852)
C (-0.744, -2.270, -2.115)
F (0.596, -2.018, -1.893)
H (-4.165, -0.821, 2.708)
H (-4.472, -0.556, 0.991)
H (-4.620, 0.782, 2.132)
H (-2.058, -0.708, 1.419)
H (-2.451, 1.639, 3.338)
H (-0.886, 0.969, 2.873)
H (-2.033, -0.014, 3.785)
H (-3.479, 2.719, 1.623)
H (-3.343, 4.385, -0.184)
H (-2.244, 3.797, -2.306)
H (-1.093, 2.616, -3.545)
H (0.463, 0.142, -2.707)
H (1.048, 1.796, -2.907)
H (0.519, 0.877, -4.302)
H (-1.883, -0.275, -3.917)
H (-1.925, 1.077, -5.039)
H (-3.115, 0.976, -3.741)
H (-3.638, -0.749, -1.385)
H (-4.460, -2.655, -2.736)
H (-2.881, -4.324, -3.645)
H (-0.418, -4.052, -3.235)
C (2.595, 0.424, 3.006)
N (3.017, 1.253, 1.890)
C (4.451, 1.494, 1.807)
C (2.169, 1.742, 0.966)
N (1.129, 1.040, 0.489)
N (2.399, 2.991, 0.521)
C (2.967, 4.024, 1.383)
C (1.908, 3.429, -0.780)
H (2.999, 0.857, 3.924)
H (2.966, -0.599, 2.918)
H (1.516, 0.408, 3.075)
H (4.963, 0.532, 1.750)
H (4.815, 2.026, 2.689)
H (4.690, 2.067, 0.916)
H (0.481, 1.657, 0.002)
H (3.083, 3.646, 2.393)
H (2.281, 4.871, 1.408)
H (3.934, 4.367, 1.012)
H (0.821, 3.545, -0.806)
H (2.220, 2.728, -1.550)
H (2.354, 4.396, -1.001)

5.
Density functional theory data (ωB97M-V/def2-TZVPD) for a cluster of 4 separate species, C30H30ClF4N2O2 in total.

Calculated values
Kohn-Sham gap ... 6.776 eV
Net charge ... -1
Electronic energy ... -62066.1825 eV
Spin multiplicity ... 1
E_LUMO ... 2.04 eV

Positions of all 69 atoms, in Å:
C (-0.688, -3.013, -3.494)
C (0.762, -2.536, -3.480)
Cl (1.678, -3.592, -4.604)
C (1.316, -2.520, -2.032)
N (2.520, -3.299, -1.848)
C (3.168, -3.159, -0.532)
C (4.419, -2.225, -0.640)
O (4.361, -1.372, -1.552)
O (5.276, -2.362, 0.248)
C (2.278, -2.550, 0.538)
C (1.257, -3.245, 1.194)
C (0.489, -2.581, 2.148)
N (0.648, -1.315, 2.522)
C (1.625, -0.647, 1.899)
C (2.429, -1.216, 0.922)
C (3.661, -4.557, -0.081)
C (2.651, -5.690, -0.289)
F (4.773, -4.900, -0.840)
H (-1.338, -2.305, -2.990)
H (-0.721, -3.989, -3.013)
H (-1.020, -3.174, -4.516)
H (0.773, -1.532, -3.888)
H (0.515, -2.892, -1.401)
H (1.507, -1.466, -1.804)
H (3.215, -2.996, -2.519)
H (1.045, -4.276, 0.980)
H (-0.312, -3.130, 2.629)
H (1.778, 0.389, 2.167)
H (3.183, -0.611, 0.439)
H (3.970, -4.480, 0.958)
H (2.552, -6.268, 0.630)
H (3.030, -6.355, -1.057)
H (1.671, -5.344, -0.591)
F (-1.989, -0.658, -0.420)
C (-1.917, 0.686, -0.462)
C (-2.637, 1.362, -1.428)
C (-2.563, 2.747, -1.469)
C (-1.773, 3.433, -0.558)
C (-1.055, 2.730, 0.402)
C (-1.127, 1.346, 0.458)
H (-3.241, 0.807, -2.133)
H (-3.124, 3.292, -2.217)
H (-1.715, 4.513, -0.598)
H (-0.433, 3.261, 1.110)
H (-0.581, 0.781, 1.202)
F (-0.757, 1.326, 7.581)
C (0.385, 0.710, 7.200)
C (1.528, 0.910, 7.948)
C (2.699, 0.276, 7.556)
C (2.711, -0.537, 6.431)
C (1.548, -0.720, 5.694)
C (0.372, -0.095, 6.080)
H (1.497, 1.552, 8.818)
H (3.604, 0.418, 8.132)
H (3.626, -1.026, 6.125)
H (1.551, -1.344, 4.812)
H (-0.543, -0.228, 5.518)
F (-2.982, 6.601, -2.475)
C (-3.932, 6.371, -3.402)
C (-3.681, 6.709, -4.717)
C (-4.663, 6.465, -5.666)
C (-5.873, 5.897, -5.293)
C (-6.104, 5.568, -3.964)
C (-5.126, 5.802, -3.008)
H (-2.732, 7.153, -4.985)
H (-4.479, 6.718, -6.702)
H (-6.635, 5.710, -6.038)
H (-7.046, 5.126, -3.670)
H (-5.282, 5.545, -1.968)

6.
Density functional theory data (ωB97M-V/def2-TZVPD) for a cluster of 2 separate species, C9H11O3 in total in a non-equilibrium geometry.

Calculated values
Kohn-Sham gap ... 7.565 eV
Net charge ... -1
Electronic energy ... -15655.8599 eV
Spin multiplicity ... 1
E_LUMO ... 3.13 eV

Positions of all 23 atoms, in Å:
C (-1.874, -4.568, 0.230)
C (-1.228, -3.647, 1.252)
O (-0.491, -2.712, 0.879)
O (-1.531, -3.899, 2.432)
H (-2.846, -4.810, 0.536)
H (-1.306, -5.516, 0.163)
H (-1.870, -4.103, -0.789)
C (1.326, 4.097, 0.451)
C (0.427, 0.440, 0.386)
C (0.826, 1.684, 0.827)
C (0.197, 0.198, -0.927)
C (0.923, 2.757, -0.048)
C (0.348, 1.225, -1.850)
C (0.724, 2.503, -1.405)
O (-0.175, -1.076, -1.283)
H (0.453, -0.438, 1.024)
H (0.986, 1.890, 1.933)
H (-0.212, -1.617, -0.477)
H (0.175, 0.998, -2.919)
H (0.646, 4.383, 1.225)
H (1.238, 4.825, -0.354)
H (0.827, 3.289, -2.166)
H (2.437, 4.097, 0.880)

7.
Density functional theory data (ωB97M-V/def2-TZVPD) for a structure of composition C28H38N4O3P2PtS in a non-equilibrium geometry.

Calculated values
Kohn-Sham gap (alpha / beta) ... 5.256 / 6.070 eV
Electronic energy ... -74408.3375 eV
Spin multiplicity ... 3
E_LUMO (alpha / beta) ... -0.25 / -2.44 eV

Positions of all 77 atoms, in Å:
Pt (-1.157, -0.419, 0.622)
C (1.210, -0.457, -3.525)
C (2.167, -0.122, -2.658)
C (2.893, 1.199, -2.646)
C (1.984, 2.443, -2.823)
C (0.626, 2.389, -2.185)
C (-0.443, 1.688, -2.590)
C (-0.626, 1.194, -3.991)
C (0.604, 0.481, -4.536)
C (-2.959, -0.093, 1.612)
H (0.950, -1.508, -3.695)
H (2.646, -0.914, -2.074)
H (3.642, 1.235, -3.458)
H (3.481, 1.279, -1.716)
H (2.532, 3.314, -2.428)
H (1.884, 2.626, -3.901)
H (0.477, 3.194, -1.445)
H (-1.365, 1.776, -2.027)
H (-0.874, 2.048, -4.650)
H (-1.498, 0.532, -4.014)
H (0.344, -0.071, -5.452)
H (1.342, 1.224, -4.845)
H (-3.648, -0.922, 1.394)
H (-3.423, 0.868, 1.385)
H (-2.691, -0.125, 2.678)
P (-0.449, 1.633, 0.948)
P (0.791, -1.466, 0.411)
N (-1.629, 2.733, 0.125)
N (-0.440, 2.432, 2.495)
N (0.492, -2.515, -0.935)
N (1.467, -2.587, 1.499)
C (1.343, 1.423, 0.628)
C (1.904, -0.031, 0.450)
C (-2.800, 2.295, -0.524)
C (-3.379, 3.356, -1.211)
C (-2.572, 4.510, -0.944)
C (-1.515, 4.106, -0.129)
C (-1.462, 2.382, 3.459)
C (-1.239, 3.366, 4.418)
C (-0.041, 4.049, 4.032)
C (0.432, 3.464, 2.871)
C (-0.790, -2.774, -1.464)
C (-0.635, -3.478, -2.646)
C (0.761, -3.721, -2.839)
C (1.433, -3.110, -1.784)
C (2.228, -3.738, 1.224)
C (2.787, -4.195, 2.404)
C (2.299, -3.354, 3.458)
C (1.525, -2.364, 2.881)
H (1.878, 1.891, 1.465)
H (1.581, 1.994, -0.276)
H (2.434, -0.077, -0.501)
H (2.643, -0.255, 1.234)
H (-3.091, 1.258, -0.487)
H (-4.270, 3.299, -1.824)
H (-2.753, 5.510, -1.319)
H (-0.708, 4.684, 0.286)
H (-2.216, 1.626, 3.404)
H (-1.858, 3.562, 5.281)
H (0.414, 4.892, 4.535)
H (1.342, 3.634, 2.315)
H (-1.673, -2.467, -0.919)
H (-1.451, -3.784, -3.276)
H (1.228, -4.256, -3.658)
H (2.493, -3.079, -1.561)
H (2.276, -4.139, 0.229)
H (3.487, -5.012, 2.504)
H (2.474, -3.462, 4.512)
H (0.990, -1.535, 3.307)
C (-1.502, -4.573, 3.027)
S (-1.947, -2.845, 2.757)
O (-3.391, -2.804, 2.935)
O (-1.127, -2.018, 3.640)
O (-1.555, -2.597, 1.271)
H (-1.790, -4.810, 4.056)
H (-0.434, -4.746, 2.889)
H (-2.085, -5.164, 2.315)

8.
Density functional theory data (ωB97M-V/def2-TZVPD) for a cluster of 2 separate species, C3H7NO2 in total.

Calculated values
Kohn-Sham gap ... 9.666 eV
Electronic energy ... -8807.5463 eV
Spin multiplicity ... 1
E_LUMO ... 0.95 eV

Positions of all 13 atoms, in Å:
C (-1.982, 0.105, 0.334)
C (-1.209, -0.920, 0.709)
O (-1.395, -2.223, 0.402)
C (1.564, 0.597, 0.013)
O (0.805, 0.867, -1.061)
N (2.820, 0.918, -0.303)
H (-1.748, 1.105, 0.683)
H (-2.887, -0.026, -0.257)
H (-0.102, 0.605, -0.827)
H (-0.297, -0.774, 1.283)
H (-2.196, -2.310, -0.134)
H (3.548, 0.774, 0.375)
H (3.080, 1.281, -1.217)

Question: spin multiplicity of number 8 (C3H7NO2)?
Answer: 1

Question: Look up the electronic energy of the first one.
Answer: -111981.0210 eV